A molecular structure, C8H16O2P. Source: OMol25; level of theory: ωB97M-V/def2-TZVPD.

ΔE to the lowest compared entry with this formula, charge and spin = 90.1 kcal/mol
Lowest unoccupied orbital energy = 3.504 eV
Kohn-Sham gap = 0.2644 hartree
Charge = -1

Element x y z (Å)
C (-1.258, 1.220, 1.461)
C (-3.207, -0.857, -0.170)
C (1.132, -0.884, 1.252)
C (1.604, -0.047, -1.070)
C (1.776, 1.554, 0.902)
C (-1.828, -1.343, 0.100)
C (-0.553, 0.546, 0.254)
C (0.946, 0.284, 0.349)
O (-2.131, 1.988, 0.935)
O (-0.992, 0.873, 2.591)
P (-1.348, 1.500, -1.099)
H (-3.035, 0.155, -0.610)
H (-3.563, -1.442, -1.010)
H (-3.913, -1.003, 0.653)
H (0.848, -1.819, 0.731)
H (0.411, -0.850, 2.007)
H (2.086, -1.025, 1.777)
H (1.511, 0.752, -1.805)
H (1.027, -0.801, -1.670)
H (2.564, -0.293, -0.994)
H (1.948, 2.237, 0.073)
H (2.664, 1.266, 1.248)
H (1.056, 2.009, 1.693)
H (-1.697, -1.871, 1.048)
H (-1.198, -1.355, -0.809)
H (-0.786, 0.797, -2.232)
H (-0.388, 2.454, -1.009)

A molecular structure, C14H19Cl5NNiO3P. Source: OMol25; level of theory: ωB97M-V/def2-TZVPD.

ΔE to the lowest compared entry with this formula, charge and spin = 8.5 kcal/mol
Lowest unoccupied orbital energy (spin up / spin down) = -0.519 / -0.482 eV
Kohn-Sham gap (spin up / spin down) = 0.2701 / 0.2723 hartree
Charge = 0

Element x y z (Å)
Ni (-0.132, -0.093, -0.050)
Cl (5.319, -0.274, 4.509)
C (3.768, -0.056, 3.788)
C (3.633, -0.005, 2.407)
Cl (5.018, -0.172, 1.392)
C (2.379, 0.172, 1.840)
Cl (2.227, 0.234, 0.090)
C (1.185, 0.307, 2.595)
O (0.038, 0.422, 2.058)
C (1.372, 0.237, 4.004)
Cl (-0.054, 0.335, 4.968)
C (2.619, 0.066, 4.579)
Cl (2.767, -0.016, 6.293)
N (-2.043, 0.042, 0.125)
C (-2.450, 1.442, -0.197)
C (-1.354, 2.140, -0.997)
O (-1.591, 3.205, -1.520)
O (-0.230, 1.487, -1.021)
H (-2.598, -0.623, -0.398)
H (-2.176, -0.134, 1.119)
H (-2.585, 1.999, 0.728)
H (-3.380, 1.469, -0.760)
C (-1.992, -3.132, -1.448)
C (-1.506, -3.268, 0.000)
P (0.018, -2.329, 0.377)
C (1.370, -3.154, -0.535)
C (1.500, -2.727, -2.000)
C (0.355, -2.728, 2.125)
C (0.352, -4.208, 2.499)
H (-3.033, -3.441, -1.538)
H (-1.408, -3.763, -2.117)
H (-1.904, -2.109, -1.820)
H (-1.346, -4.318, 0.247)
H (-2.262, -2.901, 0.701)
H (1.248, -4.235, -0.450)
H (2.281, -2.889, 0.007)
H (0.661, -3.074, -2.602)
H (2.410, -3.138, -2.435)
H (1.546, -1.642, -2.091)
H (-0.366, -2.162, 2.721)
H (1.326, -2.279, 2.344)
H (-0.639, -4.652, 2.396)
H (0.656, -4.325, 3.539)
H (1.048, -4.785, 1.888)

2 unconnected molecules or ions with the total composition C10H20F6INO3PS. Source: OMol25; level of theory: ωB97M-V/def2-TZVPD.

Lowest unoccupied orbital energy = 1.846 eV
Kohn-Sham gap = 0.3030 hartree
Charge = -1

Element x y z (Å)
C (0.320, -4.483, 1.157)
C (0.053, -3.444, -0.004)
C (-1.397, -2.866, 0.004)
C (-1.647, -1.619, 0.919)
I (-0.039, -1.167, 2.314)
O (-2.809, -1.952, 1.737)
S (-3.873, -0.709, 1.892)
O (-3.357, 0.477, 2.605)
O (-5.036, -1.251, 2.654)
C (-4.471, -0.373, 0.209)
C (-3.221, -0.327, -0.756)
C (-1.841, -0.346, 0.014)
C (-0.736, -0.216, -1.121)
C (-0.116, 1.242, -1.071)
C (1.217, 1.287, -0.212)
N (2.225, 2.066, -0.944)
H (1.368, -4.340, 1.498)
H (0.219, -5.530, 0.813)
H (-0.380, -4.336, 2.007)
H (0.138, -4.047, -0.941)
H (0.853, -2.685, -0.079)
H (-1.719, -2.701, -1.049)
H (-2.056, -3.687, 0.374)
H (-5.111, 0.524, 0.161)
H (-5.082, -1.250, -0.095)
H (-3.251, -1.071, -1.572)
H (-3.248, 0.672, -1.251)
H (-1.706, 0.567, 0.631)
H (0.116, -0.902, -0.966)
H (-1.169, -0.361, -2.132)
H (0.206, 1.566, -2.084)
H (-0.840, 1.989, -0.686)
H (1.598, 0.251, -0.040)
H (1.026, 1.694, 0.807)
H (2.664, 2.778, -0.365)
H (2.971, 1.486, -1.304)
F (4.419, 3.770, 0.426)
P (5.451, 4.722, -0.444)
F (4.783, 5.795, 0.608)
F (6.824, 5.606, -0.249)
F (6.562, 3.545, -0.152)
F (5.088, 5.843, -1.592)
F (5.003, 3.784, -1.721)

C3H7NO3 in the gas phase. Source: OMol25; level of theory: ωB97M-V/def2-TZVPD.

ΔE to the lowest compared entry with this formula, charge and spin = 131.1 kcal/mol
Lowest unoccupied orbital energy (spin up / spin down) = -1.513 / -1.038 eV
Kohn-Sham gap (spin up / spin down) = 0.3014 / 0.2881 hartree
Charge = 0

Element x y z (Å)
C (-1.561, -0.080, -0.770)
C (-0.605, -0.291, 0.390)
O (-0.800, 0.721, 1.351)
O (-0.476, -1.513, 0.868)
H (-0.420, 0.385, 2.174)
H (-2.589, -0.156, -0.415)
H (-1.390, -0.833, -1.537)
H (-1.405, 0.918, -1.183)
N (1.779, 0.763, -0.233)
C (1.006, -0.356, -0.091)
O (1.460, -1.058, 1.006)
H (1.951, 1.325, 0.585)
H (2.115, 1.097, -1.121)
H (0.937, -0.921, -1.025)

A molecular structure, C13H28BKNO3. Source: OMol25; level of theory: ωB97M-V/def2-TZVPD.

Lowest unoccupied orbital energy = 1.868 eV
Kohn-Sham gap = 0.1220 hartree
Charge = -1

Element x y z (Å)
K (-0.192, 1.117, 2.913)
C (-2.503, -1.898, -2.379)
C (-2.033, -2.280, -0.970)
C (-1.259, -3.641, -1.077)
C (0.136, -3.505, -1.655)
C (0.924, -2.488, -0.845)
C (0.266, -1.080, -0.766)
N (-1.170, -1.217, -0.433)
O (-1.578, -0.839, 0.872)
C (0.498, -0.257, -2.032)
C (1.119, -0.425, 0.322)
C (-3.301, -2.548, -0.153)
H (-3.222, -2.640, -2.748)
H (-1.693, -1.777, -3.100)
H (-3.069, -0.962, -2.365)
H (-1.878, -4.338, -1.653)
H (-1.229, -3.971, -0.035)
H (0.171, -3.147, -2.687)
H (0.554, -4.511, -1.559)
H (1.850, -2.331, -1.438)
H (1.438, -2.879, 0.034)
H (-0.056, -0.466, -2.954)
H (1.565, -0.335, -2.259)
H (0.186, 0.784, -1.886)
H (2.156, -0.391, -0.032)
H (1.243, -1.001, 1.240)
H (0.753, 0.576, 0.537)
H (-3.859, -1.637, 0.047)
H (-3.056, -3.031, 0.794)
H (-3.916, -3.285, -0.680)
B (0.660, -0.875, 4.805)
H (0.639, -1.529, 5.768)
H (0.380, 0.182, 5.177)
H (1.741, -0.798, 4.362)
H (-0.034, -1.196, 3.949)
O (1.404, 2.793, 1.778)
C (1.485, 3.795, 1.140)
O (1.828, 4.970, 1.704)
C (1.931, 5.985, 0.719)
C (1.129, 5.458, -0.488)
C (1.334, 3.965, -0.345)
H (2.952, 6.169, 0.374)
H (1.478, 6.864, 1.179)
H (1.456, 5.950, -1.402)
H (0.066, 5.670, -0.363)
H (2.267, 3.576, -0.757)
H (0.441, 3.426, -0.654)

C7H12OSi in the gas phase. Source: OMol25; level of theory: ωB97M-V/def2-TZVPD.

ΔE to the lowest compared entry with this formula, charge and spin = 108.5 kcal/mol
Lowest unoccupied orbital energy (spin up / spin down) = 0.006 / 0.009 eV
Kohn-Sham gap (spin up / spin down) = 0.2651 / 0.2768 hartree
Charge = 0

Element x y z (Å)
C (-0.378, -1.522, -0.471)
C (-0.285, -0.733, 0.747)
C (-0.617, 0.548, 0.416)
C (0.377, -0.981, -1.576)
C (-0.175, -1.321, 2.087)
C (-0.654, 1.782, 1.338)
C (1.770, -0.471, -1.335)
O (-0.527, 1.765, -2.480)
Si (-0.800, 0.463, -1.538)
H (-1.121, -2.351, -0.379)
H (-0.803, -2.349, 2.214)
H (-0.348, -0.738, 2.933)
H (0.916, -1.482, 2.234)
H (-1.563, 2.132, 1.514)
H (-0.018, 2.454, 0.945)
H (-0.268, 1.418, 2.227)
H (2.035, 0.370, -1.906)
H (2.492, -1.218, -1.873)
H (1.991, -0.213, -0.357)
H (-0.046, 2.524, -2.343)
H (-1.981, -0.077, -2.397)

A molecular structure, C47H34N2O6PtS4. Source: OMol25; level of theory: ωB97M-V/def2-TZVPD.

ΔE to the lowest compared entry with this formula, charge and spin = 10.4 kcal/mol
Lowest unoccupied orbital energy = -0.244 eV
Kohn-Sham gap = 0.2725 hartree
Charge = 0

Element x y z (Å)
Pt (-1.934, -0.332, 2.018)
C (-1.538, -1.436, -6.460)
C (-1.592, -0.915, -5.051)
C (-2.087, 0.359, -4.780)
C (-2.120, 0.853, -3.486)
C (-1.621, 0.063, -2.462)
C (-1.145, -1.217, -2.697)
C (-1.138, -1.698, -3.994)
S (-1.659, 0.717, -0.820)
O (-1.314, -0.503, 0.037)
C (-0.268, 1.856, -0.887)
C (-0.708, 3.198, -0.809)
C (0.187, 4.215, -0.931)
C (1.563, 3.938, -1.118)
C (2.505, 4.985, -1.267)
C (3.830, 4.709, -1.435)
C (4.277, 3.369, -1.445)
C (3.392, 2.342, -1.294)
C (2.005, 2.596, -1.138)
C (1.058, 1.532, -1.019)
C (1.558, 0.129, -1.081)
C (1.940, -0.387, -2.355)
C (1.801, 0.372, -3.548)
C (2.151, -0.153, -4.756)
C (2.656, -1.471, -4.844)
C (2.801, -2.222, -3.716)
C (2.453, -1.701, -2.443)
C (2.598, -2.469, -1.264)
C (2.236, -1.965, -0.050)
C (1.722, -0.653, 0.037)
S (1.095, -0.189, 1.664)
O (1.590, -1.212, 2.618)
C (2.075, 1.282, 1.960)
C (3.459, 1.193, 1.977)
C (4.203, 2.325, 2.259)
C (3.578, 3.543, 2.530)
C (4.386, 4.781, 2.804)
C (2.189, 3.595, 2.534)
C (1.428, 2.469, 2.255)
H (-2.188, -0.863, -7.120)
H (-1.840, -2.482, -6.503)
H (-0.521, -1.371, -6.852)
H (-2.466, 0.968, -5.591)
H (-2.522, 1.838, -3.279)
H (-0.798, -1.822, -1.870)
H (-0.763, -2.696, -4.188)
H (-1.756, 3.397, -0.625)
H (-0.142, 5.244, -0.867)
H (2.151, 6.008, -1.243)
H (4.543, 5.514, -1.553)
H (5.330, 3.157, -1.569)
H (3.746, 1.320, -1.287)
H (1.395, 1.374, -3.492)
H (2.035, 0.439, -5.655)
H (2.927, -1.879, -5.809)
H (3.187, -3.233, -3.772)
H (2.990, -3.476, -1.340)
H (2.304, -2.544, 0.861)
H (3.942, 0.245, 1.773)
H (5.286, 2.272, 2.264)
H (5.451, 4.557, 2.853)
H (4.092, 5.243, 3.747)
H (4.233, 5.520, 2.014)
H (1.690, 4.532, 2.754)
H (0.345, 2.518, 2.241)
O (-2.769, 3.380, 3.281)
C (-2.588, 2.199, 3.082)
O (-1.940, 1.698, 2.071)
C (-3.080, 1.173, 4.089)
C (-3.726, 1.534, 5.251)
C (-4.083, 0.543, 6.152)
C (-3.764, -0.773, 5.858)
C (-3.117, -1.073, 4.673)
N (-2.803, -0.112, 3.799)
H (-3.920, 2.584, 5.416)
H (-4.591, 0.795, 7.073)
H (-4.000, -1.579, 6.538)
H (-2.827, -2.079, 4.413)
O (-0.058, -3.575, 1.505)
S (-1.225, -3.538, 2.336)
O (-1.065, -3.481, 3.762)
N (-2.264, -2.333, 1.852)
C (-3.400, -2.787, 1.276)
S (-4.611, -1.866, 0.635)
C (-3.444, -4.279, 1.299)
C (-4.452, -5.105, 0.826)
C (-4.288, -6.476, 0.951)
C (-3.141, -7.017, 1.530)
C (-2.128, -6.192, 2.000)
C (-2.318, -4.830, 1.872)
H (-5.332, -4.668, 0.375)
H (-5.063, -7.141, 0.591)
H (-3.038, -8.091, 1.611)
H (-1.229, -6.594, 2.447)

A gas-phase ion, C11H13N4 (charge +1). Source: OMol25; level of theory: ωB97M-V/def2-TZVPD.

Lowest unoccupied orbital energy (spin up / spin down) = -3.023 / -7.056 eV
Spin multiplicity = 3
Kohn-Sham gap (spin up / spin down) = 0.2318 / 0.1851 hartree
Charge = +1

Element x y z (Å)
C (-2.795, -2.152, -0.187)
C (-1.779, -2.024, -1.111)
C (-2.934, -1.175, 0.771)
C (-0.871, -1.028, -0.894)
C (-2.146, -0.097, 0.884)
C (2.997, -2.317, -0.408)
C (2.903, -1.034, -0.775)
C (1.566, -1.386, 0.864)
C (-0.997, -0.072, 0.124)
C (1.446, 0.850, -0.019)
C (-0.406, 2.069, 1.292)
N (2.115, -2.498, 0.632)
N (2.001, -0.329, -0.036)
N (-0.097, 1.007, 0.318)
N (2.182, 1.884, -0.249)
H (-3.401, -3.052, -0.126)
H (-1.742, -2.531, -1.980)
H (-3.674, -1.347, 1.487)
H (-0.127, -0.871, -1.601)
H (-2.369, 0.472, 1.782)
H (3.659, -3.185, -0.740)
H (3.555, -0.641, -1.511)
H (1.029, -1.201, 1.805)
H (-0.716, 1.348, 2.096)
H (0.488, 2.629, 1.630)
H (-1.229, 2.683, 0.947)
H (3.128, 1.862, -0.450)
H (1.575, 2.766, -0.187)

2 unconnected molecules or ions with the total composition C4H8N2. Source: OMol25; level of theory: ωB97M-V/def2-TZVPD.

ΔE to the lowest compared entry with this formula, charge and spin = 134.5 kcal/mol
Lowest unoccupied orbital energy (spin up / spin down) = 0.555 / 0.554 eV
Kohn-Sham gap (spin up / spin down) = 0.2939 / 0.2938 hartree
Charge = 0

Element x y z (Å)
C (2.127, 1.109, 0.066)
C (-2.119, 0.407, -0.208)
C (1.372, 0.015, -0.132)
C (-1.167, 0.758, 0.640)
N (-0.052, -1.830, 0.046)
N (0.346, -0.602, 0.504)
H (3.122, 1.171, -0.385)
H (1.704, 1.943, 0.618)
H (-2.887, 1.030, -0.661)
H (-2.361, -0.573, -0.531)
H (1.784, -0.875, -0.776)
H (-0.754, 1.608, 1.040)
H (-0.253, -2.096, -0.857)
H (-0.860, -2.066, 0.635)

A molecular structure, C3H7ClNO3P. Source: OMol25; level of theory: ωB97M-V/def2-TZVPD.

ΔE to the lowest compared entry with this formula, charge and spin = 25.0 kcal/mol
Lowest unoccupied orbital energy = -0.321 eV
Kohn-Sham gap = 0.3743 hartree
Charge = 0

Element x y z (Å)
C (-0.876, -0.755, 1.334)
C (-1.661, 0.360, -1.286)
C (0.986, 0.088, -0.590)
N (2.467, -0.232, 0.602)
O (2.384, -1.257, 1.224)
O (3.296, 0.627, 0.639)
O (-0.530, 1.898, 0.681)
P (-0.548, 0.577, 0.089)
Cl (1.724, 1.455, -1.502)
H (-1.848, -0.835, 1.748)
H (-0.375, -1.690, 0.929)
H (-0.213, -0.366, 1.974)
H (-1.510, -0.709, -1.807)
H (-2.715, 0.515, -0.933)
H (-1.492, 1.089, -1.956)
H (0.910, -0.767, -1.149)

A molecular structure, H11HfO7. Source: OMol25; level of theory: ωB97M-V/def2-TZVPD.

ΔE to the lowest compared entry with this formula, charge and spin = 0.0 kcal/mol
Lowest unoccupied orbital energy = -3.505 eV
Kohn-Sham gap = 0.3954 hartree
Charge = +1

Element x y z (Å)
Hf (0.208, -0.345, 0.033)
O (0.268, 1.475, -0.613)
H (-0.187, 2.357, -0.624)
O (-0.296, 0.166, 1.804)
H (-0.813, 0.140, 2.610)
O (0.529, -2.261, 0.205)
H (0.492, -3.213, 0.094)
O (-1.938, 2.314, 1.130)
H (-2.059, 2.120, 0.163)
H (-1.355, 1.674, 1.524)
O (-1.741, -0.554, -0.811)
H (-2.364, -1.327, -0.815)
H (-2.208, 0.229, -1.032)
O (2.221, -0.116, 0.583)
H (2.558, -0.561, 1.371)
H (2.700, 0.697, 0.375)
O (0.981, -0.832, -1.880)
H (1.587, -0.295, -2.406)
H (1.418, -1.668, -1.710)

C4H8N2O in the gas phase. Source: OMol25; level of theory: ωB97M-V/def2-TZVPD.

ΔE to the lowest compared entry with this formula, charge and spin = 25.9 kcal/mol
Lowest unoccupied orbital energy = 0.970 eV
Kohn-Sham gap = 0.3691 hartree
Charge = 0
SMILES = C[C@H]1NC(=O)[C@@H]1N

Element x y z (Å)
C (0.652, -0.143, -1.798)
C (0.169, -0.531, -0.420)
N (1.180, -0.503, 0.627)
C (0.569, 0.419, 1.406)
O (0.837, 0.897, 2.474)
C (-0.599, 0.537, 0.398)
N (-1.933, 0.173, 0.811)
H (-0.206, 0.037, -2.445)
H (1.256, -0.944, -2.232)
H (1.251, 0.768, -1.740)
H (-0.361, -1.491, -0.453)
H (2.057, -0.990, 0.713)
H (-0.632, 1.508, -0.101)
H (-1.903, -0.662, 1.393)
H (-2.336, 0.925, 1.367)

3 unconnected molecules or ions with the total composition C3H12NO2. Source: OMol25; level of theory: ωB97M-V/def2-TZVPD.

ΔE to the lowest compared entry with this formula, charge and spin = 93.7 kcal/mol
Lowest unoccupied orbital energy (spin up / spin down) = 0.661 / 0.272 eV
Spin multiplicity = 2
Kohn-Sham gap (spin up / spin down) = 0.1395 / 0.3093 hartree
Charge = 0

Element x y z (Å)
C (-0.893, 2.355, 0.281)
C (-0.008, 1.321, -0.507)
C (1.353, 1.273, -0.364)
N (-0.517, 0.025, -1.115)
H (-1.691, 1.893, 1.086)
H (-1.522, 2.706, -0.447)
H (-0.111, 3.033, 0.756)
H (1.959, 0.763, -1.167)
H (1.982, 1.982, 0.170)
H (-1.273, 0.242, -1.684)
H (0.284, -0.254, -1.862)
H (-0.602, -0.978, -0.553)
H (-0.791, -2.189, 1.183)
H (-2.294, -2.043, 0.586)
O (-1.285, -2.041, 0.305)
H (1.545, -2.914, 1.866)
H (2.238, -2.815, 0.493)
O (1.625, -2.359, 0.971)

2 unconnected molecules or ions with the total composition BrH4NSi. Source: OMol25; level of theory: ωB97M-V/def2-TZVPD.

ΔE to the lowest compared entry with this formula, charge and spin = 67.0 kcal/mol
Lowest unoccupied orbital energy = -0.023 eV
Kohn-Sham gap = 0.3705 hartree
Charge = 0
SMILES = N=[SiH2].Br

Element x y z (Å)
N (0.025, 0.433, -0.492)
Si (-1.351, -0.235, 0.009)
H (0.471, 1.226, -0.054)
H (-2.273, 0.005, 1.121)
H (-1.788, -1.375, -0.776)
Br (4.851, -0.032, 0.010)
H (3.686, 0.128, -0.751)

no.,total energy (eV)
1,-21936.597
2,-135404.191
3,-62860.990
4,-10852.681
5,-38566.729
6,-17374.353
7,-111145.052
8,-17566.213
9,-7252.045
10,-32664.460
11,-15816.383
12,-9305.271
13,-8884.940
14,-79473.561